A gas-phase ion, C3H3N2O (charge +1) at a distorted geometry, computed with the ωB97M-V functional and the def2-TZVPD basis.

Each atom is followed by the atoms it is bonded to, with distances in Å.
Atoms and positions in Å:
1 O -2.14 0.14 -3.07  N2 1.405, N3 1.389
2 N -0.95 0.13 -2.33  O1 1.405, C5 1.298
3 N -3.15 0.05 -2.12  O1 1.389, C4 1.245
4 C -2.50 0.06 -1.05  N3 1.245, C5 1.433
5 C -1.07 -0.03 -1.05  N2 1.298, C4 1.433, C6 1.428
6 C -0.03 0.00 -0.07  C5 1.428, H7 1.213, H8 1.123, H9 1.212
7 H 1.08 0.03 -0.56  C6 1.213
8 H -0.41 0.82 0.59  C6 1.123
9 H 0.01 -0.97 0.65  C6 1.212

**Energy above the lowest of the compared OMol25 structures with the same formula, charge and spin**: 788.8 kJ/mol
**Structure (SMILES)**: Cc1c#[n+]on1
**E_HOMO (alpha / beta)**: -17.518 / -17.518 eV
**HOMO-LUMO gap (alpha / beta)**: 7.25 / 7.25 eV
**Total charge**: +1

3 unconnected molecules or ions with the total composition C16H31Cl2N4O7, computed with the ωB97M-V functional and the def2-TZVPD basis.

Each atom is followed by the atoms it is bonded to, with distances in Å.
Atoms and positions in Å:
1 Cl -5.23 -2.51 -2.90  C24 1.788
2 Cl -7.16 1.33 -2.39  C16 1.778
3 O -1.64 0.81 -3.47  C18 1.473, C19 1.296
4 O 3.53 -1.68 0.30  C20 1.339, C21 1.428
5 O 5.57 -0.83 -0.18  C20 1.202
6 O 2.04 2.44 3.44  C25 1.204
7 O -0.06 3.18 3.75  C14 1.428, C25 1.337
8 O 5.15 -3.05 -0.10  C17 1.441, C20 1.328
9 O 0.90 2.14 5.37  C15 1.441, C25 1.326
10 N -2.85 1.41 -1.54  C19 1.326, C27 1.326
11 N -4.72 0.38 -2.10  N13 1.353, C16 1.458, C27 1.350
12 N -4.72 1.55 -0.03  C27 1.364, H48 1.004, H59 1.003
13 N -3.80 0.18 -3.08  N11 1.353, C19 1.334, H53 1.010
14 C -0.01 3.76 2.44  O7 1.428, H33 1.088, H40 1.086, H43 1.088
15 C 2.05 1.49 5.96  O9 1.441, C28 1.512, H37 1.089, H51 1.088
16 C -6.10 -0.06 -2.08  Cl2 1.778, N11 1.458, C24 1.534, H56 1.085
17 C 6.54 -3.33 -0.39  O8 1.441, C29 1.512, H34 1.088, H57 1.089
18 C -0.45 0.20 -2.86  O3 1.473, C22 1.509, H39 1.090, H60 1.085
19 C -2.69 0.81 -2.71  O3 1.296, N10 1.326, N13 1.334
20 C 4.83 -1.77 -0.01  O4 1.339, O5 1.202, O8 1.328
21 C 3.06 -0.35 0.49  O4 1.428, H31 1.089, H38 1.088, H58 1.087
22 C -0.56 -1.30 -2.75  C18 1.509, C26 1.529, H30 1.090, H42 1.093
23 C -6.63 -0.78 -4.52  C24 1.530, H36 1.088, H46 1.086, H49 1.087
24 C -6.43 -1.20 -3.07  Cl1 1.788, C16 1.534, C23 1.530, H52 1.087
25 C 1.06 2.57 4.13  O6 1.204, O7 1.337, O9 1.326
26 C 0.40 -1.82 -1.68  C22 1.529, H35 1.091, H44 1.086, H45 1.088
27 C -4.10 1.15 -1.18  N10 1.326, N11 1.350, N12 1.364
28 C 3.07 2.49 6.44  C15 1.512, H32 1.089, H41 1.090, H47 1.090
29 C 7.40 -3.19 0.84  C17 1.512, H50 1.089, H54 1.090, H55 1.090
30 H -0.33 -1.77 -3.70  C22 1.090
31 H 3.30 0.27 -0.37  C21 1.089
32 H 3.50 3.04 5.60  C28 1.089
33 H 0.30 3.02 1.71  C14 1.088
34 H 6.54 -4.35 -0.76  C17 1.088
35 H 0.02 -1.53 -0.69  C26 1.091
36 H -6.08 0.12 -4.79  C23 1.088
37 H 2.47 0.79 5.24  C15 1.089
38 H 3.49 0.09 1.39  C21 1.088
39 H -0.29 0.67 -1.89  C18 1.090
40 H -1.02 4.10 2.22  C14 1.086
41 H 2.62 3.21 7.12  C28 1.090
42 H -1.57 -1.62 -2.48  C22 1.093
43 H 0.68 4.60 2.43  C14 1.088
44 H 0.48 -2.90 -1.70  C26 1.086
45 H 1.40 -1.39 -1.78  C26 1.088
46 H -6.35 -1.60 -5.18  C23 1.086
47 H 3.88 1.98 6.96  C28 1.090
48 H -4.54 1.07 0.83  N12 1.004
49 H -7.69 -0.58 -4.69  C23 1.087
50 H 7.42 -2.16 1.19  C29 1.089
51 H 1.64 0.92 6.79  C15 1.088
52 H -7.36 -1.62 -2.69  C24 1.087
53 H -3.95 -0.37 -3.92  N13 1.010
54 H 8.42 -3.50 0.61  C29 1.090
55 H 7.02 -3.82 1.64  C29 1.090
56 H -6.31 -0.39 -1.07  C16 1.085
57 H 6.87 -2.67 -1.20  C17 1.089
58 H 1.98 -0.42 0.60  C21 1.087
59 H -5.38 2.31 -0.03  N12 1.003
60 H 0.37 0.49 -3.51  C18 1.085

**E_HOMO**: -12.372 eV
**HOMO-LUMO gap**: 9.03 eV
**Total charge**: +1